{
  "formula": "C26H52BrClO18P",
  "method": "wB97M-V/def2-TZVPD",
  "orbital_gap_ha": 0.340,
  "e_lumo_ev": -2.98,
  "homo_ev": -12.2412,
  "largest_force_ev_per_a": 3.08,
  "energy_ha": -5751.5795,
  "charge": 1,
  "symbols": ["C", "C", "O", "C", "C", "P", "Cl", "C", "C", "O", "C", "C", "O", "C", "C", "C", "Br", "H", "H", "H", "H", "H", "H", "H", "H", "H", "H", "H", "H", "H", "H", "H", "H", "H", "H", "H", "H", "H", "H", "C", "O", "C", "O", "O", "C", "H", "H", "H", "H", "H", "H", "C", "O", "C", "O", "O", "C", "H", "H", "H", "H", "H", "H", "C", "O", "C", "O", "O", "C", "H", "H", "H", "H", "H", "H", "C", "O", "C", "O", "O", "C", "H", "H", "H", "H", "H", "H", "C", "O", "C", "O", "O", "C", "H", "H", "H", "H", "H", "H"],
  "xyz": [[7.07, 1.66, 0.28], [6.57, 1.92, -1.13], [5.34, 2.63, -1.22], [5.26, 3.82, -0.49], [4.37, 3.62, 0.75], [2.60, 3.79, 0.43], [2.27, 3.48, -1.49], [1.75, 2.56, 1.42], [0.33, 2.18, 0.97], [0.39, 1.12, 0.05], [-0.16, 1.31, -1.20], [-1.57, 1.81, -1.27], [0.46, 0.92, -2.20], [2.09, 5.46, 0.99], [1.30, 6.36, 0.05], [2.08, 6.85, -1.16], [-0.41, 5.59, -0.44], [6.30, 1.31, 0.95], [7.54, 2.55, 0.69], [7.85, 0.91, 0.25], [6.38, 0.97, -1.61], [7.33, 2.42, -1.72], [6.22, 4.23, -0.22], [4.79, 4.55, -1.15], [4.66, 4.24, 1.59], [4.49, 2.59, 1.06], [2.35, 1.65, 1.39], [1.72, 2.90, 2.45], [-0.20, 3.05, 0.59], [-0.20, 1.85, 1.86], [-1.67, 2.49, -2.11], [-2.19, 0.94, -1.42], [-1.88, 2.34, -0.38], [3.01, 5.99, 1.21], [1.56, 5.31, 1.92], [1.05, 7.24, 0.63], [1.73, 7.84, -1.42], [1.95, 6.22, -2.03], [3.13, 6.95, -0.92], [-0.05, -1.98, 1.59], [-1.03, -1.76, 2.61], [-0.54, -1.58, 3.83], [0.63, -1.59, 4.13], [-1.56, -1.39, 4.66], [-1.18, -1.20, 6.03], [-0.58, -2.09, 0.65], [0.62, -1.13, 1.52], [0.52, -2.88, 1.79], [-0.55, -0.32, 6.14], [-0.67, -2.08, 6.41], [-2.11, -1.06, 6.57], [-0.55, -1.78, -3.19], [-1.14, -3.03, -2.84], [-1.64, -3.06, -1.61], [-1.61, -2.15, -0.82], [-2.19, -4.25, -1.41], [-2.78, -4.42, -0.11], [-0.15, -1.88, -4.19], [-1.31, -0.99, -3.18], [0.25, -1.53, -2.50], [-3.58, -3.71, 0.04], [-2.02, -4.32, 0.67], [-3.18, -5.43, -0.10], [4.10, -8.09, 1.22], [2.96, -7.41, 1.75], [3.21, -6.19, 2.21], [4.28, -5.64, 2.20], [2.08, -5.68, 2.68], [2.21, -4.36, 3.21], [3.74, -9.06, 0.89], [4.51, -7.55, 0.37], [4.86, -8.22, 1.98], [2.56, -3.67, 2.45], [2.90, -4.35, 4.05], [1.23, -4.06, 3.56], [-7.58, 0.90, 1.80], [-6.40, 0.72, 0.99], [-5.37, 0.19, 1.65], [-5.35, -0.11, 2.81], [-4.36, 0.07, 0.79], [-3.18, -0.49, 1.36], [-8.33, 1.33, 1.14], [-7.93, -0.05, 2.18], [-7.37, 1.59, 2.62], [-3.36, -1.50, 1.73], [-2.80, 0.13, 2.17], [-2.44, -0.54, 0.56], [-4.27, 0.25, -7.94], [-3.73, 0.22, -6.61], [-4.45, -0.49, -5.75], [-5.46, -1.08, -6.00], [-3.84, -0.43, -4.56], [-4.51, -1.17, -3.54], [-3.59, 0.86, -8.53], [-4.31, -0.76, -8.35], [-5.26, 0.69, -7.94], [-4.56, -2.23, -3.79], [-5.51, -0.78, -3.37], [-3.92, -1.04, -2.63]]
}

---

{
  "formula": "C26H52F4N5O12",
  "method": "wB97M-V/def2-TZVPD",
  "orbital_gap_ha": 0.242,
  "e_lumo_ev": -3.81,
  "homo_ev": -10.3955,
  "largest_force_ev_per_a": 3.78,
  "energy_ha": -2597.2449,
  "charge": 1,
  "symbols": ["O", "N", "O", "C", "C", "N", "C", "N", "C", "F", "F", "C", "F", "F", "N", "C", "C", "C", "O", "N", "H", "H", "H", "H", "H", "H", "H", "H", "H", "H", "C", "O", "C", "C", "O", "C", "C", "O", "C", "H", "H", "H", "H", "H", "H", "H", "H", "H", "H", "H", "H", "H", "H", "C", "O", "C", "C", "O", "C", "C", "O", "C", "H", "H", "H", "H", "H", "H", "H", "H", "H", "H", "H", "H", "H", "H", "C", "O", "C", "C", "O", "C", "C", "O", "C", "H", "H", "H", "H", "H", "H", "H", "H", "H", "H", "H", "H", "H", "H"],
  "xyz": [[2.97, -1.76, 4.01], [3.06, -0.90, 4.79], [4.42, -0.60, 5.06], [4.52, 0.83, 5.24], [3.87, 1.56, 4.08], [2.60, 1.95, 4.15], [2.39, 2.51, 2.95], [1.18, 3.02, 2.67], [0.72, 3.69, 1.51], [-0.52, 4.16, 1.80], [1.42, 4.79, 1.19], [0.47, 2.75, 0.28], [0.85, 3.36, -0.85], [1.10, 1.56, 0.46], [3.45, 2.48, 2.13], [3.83, 2.86, 0.78], [4.14, 1.50, -0.07], [5.34, 1.69, -1.14], [3.78, 1.53, -1.40], [4.38, 1.86, 2.91], [3.95, 1.06, 6.16], [5.56, 1.12, 5.42], [0.50, 2.91, 3.42], [-0.60, 2.54, 0.18], [4.80, 3.36, 0.78], [3.09, 3.33, 0.13], [4.10, 0.53, 0.47], [5.79, 0.73, -0.68], [5.46, 1.28, -2.16], [5.34, 1.65, 2.65], [-1.06, -4.36, -0.97], [-0.10, -3.44, -1.47], [0.97, -4.10, -2.13], [1.64, -3.17, -3.13], [0.90, -3.00, -4.33], [-0.26, -2.18, -4.27], [0.05, -0.70, -4.13], [0.39, -0.38, -2.78], [1.14, 0.81, -2.69], [-0.61, -5.00, -0.20], [-1.87, -3.78, -0.52], [-1.47, -4.97, -1.77], [0.61, -4.99, -2.66], [1.70, -4.40, -1.37], [2.58, -3.63, -3.43], [1.89, -2.21, -2.67], [-0.94, -2.52, -3.49], [-0.76, -2.32, -5.22], [-0.84, -0.11, -4.40], [0.88, -0.44, -4.80], [2.08, 0.72, -3.25], [1.39, 0.96, -1.65], [0.56, 1.67, -3.05], [-1.65, 10.37, -4.40], [-1.81, 9.35, -3.44], [-2.63, 8.30, -3.89], [-2.33, 7.02, -3.14], [-1.14, 6.37, -3.56], [0.09, 6.97, -3.15], [0.39, 6.78, -1.68], [-0.34, 7.70, -0.89], [-0.49, 7.26, 0.44], [-2.62, 10.85, -4.62], [-0.97, 11.12, -4.00], [-1.22, 9.97, -5.32], [-2.48, 8.12, -4.96], [-3.68, 8.58, -3.72], [-3.13, 6.31, -3.35], [-2.33, 7.18, -2.06], [0.14, 8.02, -3.44], [0.86, 6.44, -3.72], [1.46, 6.97, -1.50], [0.15, 5.75, -1.39], [-1.01, 6.30, 0.47], [-1.09, 8.00, 0.97], [0.49, 7.18, 0.93], [-4.69, -10.25, 4.74], [-3.74, -9.34, 4.23], [-2.69, -9.99, 3.54], [-2.04, -9.04, 2.54], [-2.80, -8.85, 1.35], [-3.96, -8.03, 1.46], [-3.64, -6.56, 1.61], [-3.28, -6.26, 2.95], [-2.52, -5.08, 3.05], [-4.23, -10.91, 5.49], [-5.49, -9.68, 5.21], [-5.12, -10.86, 3.94], [-3.06, -10.87, 3.00], [-1.94, -10.30, 4.28], [-1.10, -9.50, 2.21], [-1.78, -8.09, 3.00], [-4.62, -8.39, 2.25], [-4.49, -8.17, 0.51], [-4.54, -5.97, 1.37], [-2.84, -6.29, 0.92], [-1.60, -5.16, 2.45], [-2.24, -4.93, 4.09], [-3.10, -4.22, 2.71]]
}

---

{
  "formula": "C26H52FGaN5O5S",
  "method": "wB97M-V/def2-TZVPD",
  "orbital_gap_ha": 0.276,
  "e_lumo_ev": 2.36,
  "homo_ev": -5.1505,
  "largest_force_ev_per_a": 2.43,
  "energy_ha": -4094.5768,
  "charge": -1,
  "symbols": ["C", "C", "Ga", "F", "C", "C", "C", "C", "C", "C", "C", "S", "C", "N", "N", "C", "O", "C", "C", "C", "N", "H", "H", "H", "H", "H", "H", "H", "H", "H", "H", "H", "H", "H", "H", "H", "H", "H", "H", "H", "H", "H", "H", "C", "O", "C", "C", "N", "C", "C", "O", "C", "H", "H", "H", "H", "H", "H", "H", "H", "H", "H", "H", "H", "H", "H", "H", "C", "O", "C", "C", "N", "C", "C", "O", "C", "H", "H", "H", "H", "H", "H", "H", "H", "H", "H", "H", "H", "H", "H", "H"],
  "xyz": [[1.43, -3.04, 3.11], [1.64, -2.36, 2.11], [1.87, -1.18, 0.45], [3.68, -0.77, 0.42], [0.68, 0.43, 0.75], [0.28, 1.19, -0.52], [1.47, 1.62, -1.41], [2.77, 1.94, -0.65], [3.45, 3.26, -1.11], [4.93, 3.06, -1.44], [5.69, 2.24, -0.38], [6.59, 0.78, -1.00], [5.50, -0.04, -2.10], [4.59, 0.36, -2.87], [4.11, -0.76, -3.53], [4.78, -1.72, -3.10], [5.69, -1.38, -2.19], [1.47, -2.25, -1.25], [0.32, -3.17, -1.13], [0.38, -4.32, -0.15], [-0.72, -3.03, -1.87], [1.11, -3.39, 4.05], [-0.23, 0.11, 1.27], [1.18, 1.11, 1.43], [-0.38, 0.57, -1.14], [-0.30, 2.08, -0.27], [1.65, 0.87, -2.18], [1.18, 2.52, -1.96], [3.46, 1.15, -0.89], [2.64, 2.04, 0.42], [2.93, 3.68, -1.97], [3.35, 4.01, -0.32], [5.02, 2.67, -2.44], [5.39, 4.05, -1.48], [6.44, 2.85, 0.10], [5.04, 1.88, 0.41], [4.65, -2.73, -3.44], [1.37, -1.62, -2.13], [2.35, -2.88, -1.42], [-0.31, -4.15, 0.67], [0.10, -5.26, -0.64], [1.37, -4.44, 0.29], [-1.36, -3.78, -1.60], [-8.41, -5.16, -1.83], [-7.78, -5.78, -2.93], [-7.42, -4.88, -3.98], [-5.92, -4.74, -4.09], [-5.36, -4.03, -2.96], [-3.90, -4.07, -2.87], [-3.25, -5.44, -2.66], [-3.52, -6.02, -1.39], [-4.73, -6.74, -1.31], [-8.77, -5.94, -1.16], [-7.70, -4.53, -1.27], [-9.26, -4.55, -2.15], [-7.90, -3.90, -3.85], [-7.81, -5.31, -4.91], [-5.68, -4.20, -5.01], [-5.50, -5.76, -4.18], [-5.74, -4.41, -2.11], [-3.61, -3.43, -2.03], [-3.48, -3.61, -3.77], [-2.17, -5.29, -2.69], [-3.48, -6.14, -3.47], [-5.00, -7.22, -2.25], [-5.56, -6.10, -0.97], [-4.60, -7.52, -0.55], [2.70, 6.95, 5.96], [1.61, 6.06, 6.07], [0.36, 6.63, 5.67], [-0.15, 6.00, 4.39], [0.67, 6.38, 3.25], [0.40, 5.61, 2.03], [0.68, 4.11, 2.05], [2.05, 3.77, 2.15], [2.57, 3.73, 3.47], [3.56, 6.47, 6.43], [2.95, 7.15, 4.92], [2.51, 7.89, 6.48], [0.43, 7.72, 5.57], [-0.35, 6.42, 6.47], [-1.18, 6.32, 4.22], [-0.15, 4.91, 4.55], [1.65, 6.26, 3.49], [1.01, 6.04, 1.24], [-0.65, 5.77, 1.75], [0.35, 3.71, 1.09], [0.09, 3.58, 2.81], [1.82, 3.41, 4.20], [2.99, 4.70, 3.76], [3.38, 3.00, 3.47]]
}

---

{
  "formula": "C26H52IN11O19S2",
  "method": "wB97M-V/def2-TZVPD",
  "orbital_gap_ha": 0.287,
  "e_lumo_ev": -0.73,
  "homo_ev": -8.5472,
  "largest_force_ev_per_a": 12.05,
  "energy_ha": -4146.5568,
  "symbols": ["C", "C", "C", "C", "O", "C", "I", "C", "N", "C", "C", "N", "C", "C", "C", "S", "C", "S", "N", "C", "C", "O", "C", "C", "O", "C", "C", "H", "H", "H", "H", "H", "H", "H", "H", "H", "H", "H", "H", "H", "H", "H", "H", "H", "H", "H", "H", "H", "H", "H", "H", "H", "H", "H", "H", "C", "N", "O", "O", "H", "H", "H", "C", "N", "O", "O", "H", "H", "H", "C", "N", "O", "O", "H", "H", "H", "C", "N", "O", "O", "H", "H", "H", "C", "N", "O", "O", "H", "H", "H", "C", "N", "O", "O", "H", "H", "H", "C", "N", "O", "O", "H", "H", "H", "C", "N", "O", "O", "H", "H", "H"],
  "xyz": [[-1.63, -5.97, -0.47], [0.01, -5.87, -0.29], [0.41, -4.44, 0.49], [0.79, -3.24, -0.61], [-0.03, -3.51, -1.79], [0.10, -2.54, -2.86], [1.58, -0.97, -2.62], [0.56, -3.41, -4.21], [0.95, -4.10, -5.25], [-1.44, -2.00, -3.21], [-1.51, -1.97, -4.89], [-1.78, -2.14, -6.15], [-1.73, -0.46, -2.74], [-1.69, -0.23, -1.10], [-1.98, 1.41, -0.89], [-0.77, 2.05, 0.41], [-1.06, 0.93, 1.89], [-2.71, 0.73, 2.37], [0.00, 0.18, 2.67], [0.38, 0.99, 3.91], [1.93, 0.65, 4.36], [2.94, 1.19, 3.39], [2.41, 1.09, 2.02], [1.25, -0.09, 1.85], [-2.34, -3.00, -2.62], [-3.70, -2.95, -3.17], [-4.62, -3.96, -2.20], [-1.96, -6.46, -1.49], [-2.15, -4.91, -0.29], [-2.03, -6.67, 0.39], [0.61, -6.02, -1.28], [0.31, -6.76, 0.44], [-0.52, -4.06, 1.10], [1.33, -4.66, 1.23], [0.54, -2.23, -0.04], [1.96, -3.38, -0.79], [-1.09, 0.36, -3.33], [-2.85, -0.22, -3.06], [-2.61, -0.78, -0.63], [-0.67, -0.51, -0.60], [-3.11, 1.55, -0.54], [-1.88, 1.97, -1.94], [-0.31, 0.64, 4.81], [0.17, 2.14, 3.77], [2.07, -0.53, 4.49], [2.17, 1.15, 5.39], [1.92, 2.09, 1.63], [3.25, 0.81, 1.22], [1.65, -1.15, 2.22], [1.07, -0.19, 0.70], [-4.23, -1.90, -3.11], [-3.80, -3.42, -4.26], [-4.28, -5.06, -2.52], [-4.29, -3.81, -1.07], [-5.75, -3.74, -2.40], [-4.20, 4.98, 0.08], [-4.76, 3.60, 0.01], [-5.17, 3.11, 1.06], [-4.76, 3.05, -1.10], [-4.26, 5.33, 1.11], [-3.16, 4.93, -0.26], [-4.80, 5.61, -0.58], [1.83, 2.70, 8.87], [0.70, 2.11, 8.11], [0.77, 2.13, 6.87], [-0.24, 1.64, 8.77], [2.57, 3.07, 8.16], [1.43, 3.52, 9.47], [2.25, 1.91, 9.50], [-2.29, 4.30, 8.58], [-1.91, 5.51, 9.36], [-2.81, 6.33, 9.59], [-0.74, 5.60, 9.72], [-3.35, 4.35, 8.33], [-1.68, 4.29, 7.68], [-2.08, 3.42, 9.21], [5.13, -3.59, -0.12], [4.41, -3.69, 1.18], [4.87, -4.49, 2.01], [3.42, -2.98, 1.33], [5.98, -4.27, -0.11], [4.42, -3.86, -0.91], [5.46, -2.55, -0.23], [0.41, 7.33, 12.10], [1.58, 6.81, 12.87], [1.84, 7.36, 13.94], [2.20, 5.86, 12.36], [-0.03, 8.16, 12.66], [0.78, 7.67, 11.13], [-0.30, 6.51, 11.99], [0.54, 0.44, -7.29], [0.67, 1.91, -7.07], [1.02, 2.60, -8.04], [0.43, 2.33, -5.93], [0.78, 0.22, -8.33], [1.23, -0.06, -6.61], [-0.50, 0.17, -7.06], [3.64, 0.56, -9.83], [4.10, -0.29, -8.69], [5.07, -1.03, -8.89], [3.46, -0.20, -7.64], [4.29, 0.38, -10.69], [2.61, 0.28, -10.06], [3.71, 1.60, -9.51], [0.45, -3.11, -10.88], [0.59, -1.64, -10.66], [0.94, -0.96, -11.63], [0.35, -1.22, -9.52], [0.69, -3.33, -11.92], [1.15, -3.61, -10.20], [-0.58, -3.38, -10.65]]
}

---

What is the formula in the second record? C26H52F4N5O12